[1]
The following is a DFT calculation (ωB97M-V with the def2-TZVPD basis set) of C30H39Br69NO3 as an isolated structure in a non-equilibrium geometry.

```
! wB97M-V def2-TZVPD RIJCOSX def2/J DEFGRID3
* xyz -1 1
C 1.925 0.341 -2.910
C 2.195 -0.650 -1.762
O 3.525 -1.081 -1.671
C 4.393 -0.033 -1.272
C 4.106 0.549 0.114
O 3.392 1.750 0.071
N 4.301 2.890 0.103
C 4.502 3.250 1.479
C 4.097 4.689 1.838
C 4.927 5.771 1.182
O 4.588 5.999 -0.188
H 1.982 1.364 -2.557
H 2.630 0.244 -3.730
H 0.922 0.125 -3.267
H 1.792 -0.268 -0.825
H 1.605 -1.554 -1.978
H 4.446 0.794 -1.982
H 5.390 -0.471 -1.230
H 3.610 -0.229 0.707
H 5.075 0.734 0.577
H 3.864 2.586 2.086
H 5.540 3.087 1.849
H 4.254 4.806 2.920
H 3.037 4.877 1.680
H 4.732 6.712 1.715
H 6.003 5.595 1.265
H 4.998 6.836 -0.399
C 2.059 -4.276 -4.163
Br 2.369 -5.443 -5.672
Br 0.586 -3.079 -4.486
Br 1.834 -5.275 -2.532
H 2.941 -3.664 -4.041
C 5.896 7.199 5.221
Br 4.776 8.440 4.259
Br 4.881 5.710 5.906
Br 7.388 6.617 4.150
H 6.299 7.728 6.070
C 5.473 11.997 1.567
Br 6.894 12.200 2.856
Br 5.825 10.558 0.336
Br 3.759 11.792 2.426
H 5.432 12.908 0.992
C 1.683 0.906 4.640
Br 2.823 1.770 5.939
Br 0.804 2.182 3.499
Br 2.637 -0.404 3.603
H 0.918 0.382 5.190
C 5.763 -5.795 -7.590
Br 6.946 -4.983 -6.307
Br 4.840 -4.472 -8.645
Br 6.679 -7.079 -8.701
H 5.014 -6.335 -7.030
C 8.301 -2.800 -1.617
Br 9.663 -4.130 -1.945
Br 6.543 -3.586 -1.552
Br 8.664 -1.763 -0.034
H 8.315 -2.118 -2.455
C 0.050 -8.652 -7.016
Br 1.962 -8.762 -7.246
Br -0.837 -10.229 -7.678
Br -0.424 -8.295 -5.181
H -0.297 -7.817 -7.606
C -2.718 3.986 2.235
Br -0.980 4.628 1.693
Br -4.082 4.440 0.947
Br -2.702 2.096 2.616
H -2.971 4.491 3.156
C 7.954 -6.866 0.262
Br 9.386 -6.644 1.534
Br 8.344 -8.261 -1.012
Br 6.260 -7.151 1.136
H 7.874 -5.942 -0.293
C -4.630 -9.943 -5.188
Br -5.271 -9.836 -3.374
Br -4.843 -11.722 -5.901
Br -5.454 -8.616 -6.315
H -3.569 -9.727 -5.167
C 0.622 9.763 4.071
Br -0.043 9.884 5.880
Br 0.459 7.995 3.337
Br -0.177 11.090 2.914
H 1.678 9.984 4.125
C -2.196 8.726 0.461
Br -1.804 7.529 -0.998
Br -3.636 9.939 0.031
Br -2.539 7.773 2.096
H -1.313 9.328 0.625
C -4.812 8.370 5.495
Br -6.594 7.758 5.083
Br -3.508 6.968 5.241
Br -4.363 9.966 4.512
H -4.794 8.629 6.543
C -4.004 7.353 10.325
Br -2.681 8.211 9.220
Br -5.747 7.371 9.499
Br -3.460 5.570 10.823
H -4.077 7.928 11.237
C -3.214 -6.390 -3.004
Br -2.987 -4.830 -4.109
Br -1.611 -6.809 -2.015
Br -4.735 -6.219 -1.830
H -3.408 -7.222 -3.667
C 11.087 0.774 2.576
Br 12.467 -0.537 2.264
Br 9.340 -0.032 2.624
Br 11.435 1.814 4.162
H 11.100 1.455 1.739
C 0.101 10.503 11.127
Br -0.995 9.357 12.229
Br 1.863 10.705 11.879
Br 0.193 9.932 9.281
H -0.360 11.479 11.133
C -6.717 3.480 10.228
Br -6.483 2.321 8.706
Br -8.205 4.677 9.989
Br -6.866 2.484 11.873
H -5.828 4.089 10.304
C -8.493 -8.935 -9.467
Br -7.108 -8.124 -10.533
Br -10.203 -8.871 -10.354
Br -8.015 -10.728 -8.934
H -8.584 -8.351 -8.564
C -8.201 -8.849 -14.720
Br -9.015 -10.497 -14.141
Br -9.111 -7.310 -13.997
Br -6.312 -8.809 -14.332
H -8.304 -8.803 -15.793
C -11.522 -13.457 -12.028
Br -10.309 -12.635 -10.778
Br -12.438 -12.131 -13.087
Br -10.634 -14.763 -13.136
H -12.271 -13.982 -11.455
C -0.546 -12.142 -3.576
Br 0.842 -11.210 -2.617
Br -0.326 -14.055 -3.473
Br -2.302 -11.595 -2.995
H -0.456 -11.865 -4.617
C -12.236 4.109 11.526
Br -10.990 4.921 12.754
Br -13.216 5.435 10.526
Br -11.370 2.840 10.364
H -12.953 3.562 12.118
*
```


[2]
The following is a DFT calculation (ωB97M-V with the def2-TZVPD basis set) of an isolated ion of composition C3H5N2 and charge +1 in a non-equilibrium geometry.

```
! wB97M-V def2-TZVPD RIJCOSX def2/J DEFGRID3
* xyz 1 1
C 0.499 0.411 -0.009
C -0.981 0.344 0.057
N -1.581 1.289 0.627
C 1.180 -0.847 -0.415
N 1.054 -0.544 0.955
H 1.026 1.361 0.039
H -1.438 -0.597 -0.255
H -2.592 1.135 0.610
H 2.249 -0.964 -0.645
H 0.585 -1.588 -0.964
*
```

The value obtained for the relative energy (zero: lowest compared OMol25 entry of this formula, charge and spin) is 162.81 kcal/mol.


[3]
The following is a DFT calculation (ωB97M-V with the def2-TZVPD basis set) of the molecule C9H12N4O in a non-equilibrium geometry.

```
! wB97M-V def2-TZVPD RIJCOSX def2/J DEFGRID3
* xyz 0 1
C 1.497 -2.040 -0.319
O 0.150 -1.683 -0.545
C -0.178 -0.399 0.118
N -1.623 -0.209 -0.001
C -2.612 -1.143 0.092
C -3.730 -0.359 0.233
N -3.307 0.911 0.209
N -2.046 1.002 0.165
N 0.140 -0.450 1.497
C 1.157 0.057 1.925
C 2.144 0.879 1.202
C 1.587 1.295 -0.171
C 0.507 0.716 -0.641
C -0.137 1.391 -1.859
H 1.782 -2.676 -1.071
H 1.582 -2.485 0.668
H 1.991 -1.142 -0.469
H -2.347 -2.165 0.074
H -4.785 -0.669 0.087
H 1.364 -0.068 2.990
H 3.214 0.385 1.213
H 2.188 1.919 1.637
H 1.992 2.137 -0.713
H -0.732 2.137 -1.461
H -0.496 0.697 -2.586
H 0.699 1.960 -2.276
*
```

The value obtained for the relative energy (zero: lowest compared OMol25 entry of this formula, charge and spin) is 77.20 kcal/mol. As for the SMILES: CO[C@@]1(n2ccnn2)N=CCC=C1C.


Number 1: orbital gap 2.42 eV, electronic energy -4872295.854 eV. Number 2: orbital gap 6.45 eV, electronic energy -6158.832 eV. Number 3: orbital gap 10.25 eV, electronic energy -17531.974 eV.